This record from OMol25 describes C5H6O2 in the gas phase. The level of theory is ωB97M-V/def2-TZVPD.

Last column: natural (NBO) charge in e.
Atoms and positions in Å:
H1 2.610 1.015 -0.508  0.24
C1 -1.818 -0.166 -0.250  -0.63
O1 0.368 -1.257 0.446  -0.48
C2 1.703 0.522 -0.177  -0.32
C3 1.676 -0.902 0.252  0.74
H2 -2.300 -1.144 -0.216  0.24
H3 -0.635 0.163 1.472  0.20
O2 2.587 -1.674 0.370  -0.55
H4 -1.795 0.168 -1.286  0.21
H5 0.054 1.858 -0.639  0.22
C4 0.449 0.960 -0.186  -0.14
C5 -0.452 -0.076 0.419  0.05
H6 -2.447 0.533 0.303  0.22

Calculated values
- HOMO level (Eh) = -0.383
- charge = 0
- ΔE to the lowest compared entry with this formula, charge and spin (eV) = 0.311
- gap between HOMO and LUMO (eV) = 10.90